ORCA calculation (ωB97M-V/def2-TZVPD) on a 12-piece molecular cluster, C3H30NO13S2 overall.

Last column: Löwdin charge in e.
Geometry (Å):
N (-0.458, -0.102, 0.798)  0.216
C (-1.565, 0.342, -0.022)  -0.313
C (-1.992, -0.806, -0.962)  -0.455
O (-2.368, -0.507, -2.224)  0.023
O (-2.055, -1.983, -0.559)  0.063
C (-1.183, 1.500, -0.890)  -0.498
S (-0.537, 3.054, -0.161)  0.436
S (1.427, 3.254, -0.074)  0.339
H (-0.316, 0.516, 1.684)  0.162
H (0.487, 0.049, 0.457)  0.104
H (-0.453, -1.145, 0.987)  0.190
H (-2.505, 0.549, 0.600)  0.152
H (-2.556, -1.297, -3.002)  0.124
H (-0.480, 1.199, -1.655)  0.077
H (-2.112, 1.933, -1.524)  0.124
H (1.785, 2.805, 1.138)  -0.224
H (3.436, 0.135, 0.831)  0.024
H (2.701, -0.892, -0.013)  0.022
O (2.672, 0.055, 0.293)  -0.077
H (1.724, 0.833, 3.283)  -0.004
H (0.367, 0.963, 3.937)  -0.063
O (0.859, 0.453, 3.342)  -0.038
H (1.082, -2.922, -1.210)  0.028
H (2.332, -3.079, -0.478)  0.074
O (1.640, -2.410, -0.608)  -0.060
H (-2.543, 0.961, 3.564)  -0.012
H (-3.692, 1.495, 2.896)  -0.001
O (-2.999, 0.946, 2.766)  0.036
H (-4.018, 0.860, -0.666)  0.029
H (-4.950, 1.738, -1.624)  0.012
O (-4.244, 1.715, -1.050)  -0.005
H (4.893, -1.634, -2.688)  0.081
H (5.381, -0.761, -1.543)  0.046
O (4.609, -1.251, -1.820)  -0.063
H (2.665, -1.069, -2.515)  -0.027
H (1.892, -0.301, -3.658)  0.151
O (2.365, -1.202, -3.391)  -0.075
H (-4.159, -2.435, -3.626)  0.141
H (-2.887, -3.019, -3.126)  0.051
O (-3.163, -2.383, -3.751)  0.030
H (0.660, -3.777, -3.955)  0.056
H (1.301, -2.468, -3.615)  0.000
O (0.590, -3.078, -3.276)  -0.103
H (-1.158, 2.596, 5.161)  0.106
H (-0.608, 1.241, 5.709)  0.093
O (-0.771, 1.730, 4.875)  -0.055
H (3.514, 2.450, 3.211)  0.077
H (2.795, 2.617, 4.571)  0.101
O (2.598, 2.531, 3.584)  -0.096

Cartesian forces, eV/Å:
1.11 -0.30 2.76
-2.16 0.20 -1.35
-1.14 -3.68 -1.78
0.78 0.05 0.46
0.67 2.33 -0.04
-0.92 2.34 -2.04
-2.05 0.22 0.76
1.41 -0.20 -0.60
-0.64 -1.61 -0.68
0.54 0.17 -1.24
-0.54 1.32 0.21
1.76 -0.19 -0.30
-0.09 1.20 2.25
0.27 -0.29 -0.16
1.99 -1.29 1.79
-0.31 -0.17 0.24
1.08 0.28 0.80
-0.24 1.18 0.17
-1.15 -1.42 -0.97
0.72 0.66 0.05
-1.04 1.58 1.33
0.20 -2.53 -2.21
-0.53 0.41 -0.58
0.09 0.40 0.29
0.41 -0.84 0.19
1.61 -0.09 2.31
-3.62 2.74 0.38
2.12 -2.64 -2.71
-0.97 0.09 -0.73
-2.45 -0.69 -1.78
3.00 0.69 2.47
-0.49 0.40 0.98
0.23 0.27 0.23
0.35 -0.73 -1.09
0.67 0.29 1.75
1.64 -2.92 0.88
-2.02 3.09 -2.95
1.60 0.46 -0.48
1.00 -1.66 1.17
-2.27 0.91 -0.69
-0.47 0.11 0.69
-0.62 -0.03 0.93
0.64 -0.51 -1.28
0.59 -1.02 -0.42
-0.25 0.40 -0.53
-0.88 0.80 1.51
-1.15 0.25 0.39
-0.52 -0.08 -1.86
2.04 0.02 1.47

Calculated values
LUMO: -0.0864 hartree
Max |F|: 4.7 eV/Å
Total charge: +1
Energy relative to the best compared isomer or geometry (same formula, charge and spin): 2.975 eV
Calculated total energy: -1961.31429 Ha
HOMO level: -11.51 eV